1.
C14H16O | ωB97M-V with the def2-TZVPD basis set

Orbital gap = 9.54 eV
Calculated total energy = -16824.7185 eV
Net charge = 0
Molecular weight = 200.28 g/mol
Structure (SMILES) = Cc1ccc(O)cc1.Cc1ccccc1
HOMO level = -8.69 eV
Energy relative to the best compared isomer or geometry (same formula, charge and spin) = 0.517 eV

Bonds (Å) are listed after each position.
CARTESIAN COORDINATES (ANGSTROEM)
1 C 1.575 1.757 -0.124  C3 1.530, H11 1.094, H12 1.087, H16 1.094
2 C 1.281 1.178 2.328  C3 1.395, C4 1.387, H9 1.077
3 C 1.530 0.747 1.025  C1 1.530, C2 1.395, C6 1.380
4 C 1.491 0.317 3.394  C2 1.387, C5 1.377, H10 1.090
5 C 1.896 -0.974 3.136  C4 1.377, C7 1.373, O8 1.394
6 C 1.960 -0.544 0.795  C3 1.380, C7 1.392, H13 1.076
7 C 2.146 -1.419 1.862  C5 1.373, C6 1.392, H15 1.074
8 O 2.080 -1.862 4.194  C5 1.394, H14 0.977
9 H 0.889 2.177 2.416  C2 1.077
10 H 1.327 0.671 4.412  C4 1.090
11 H 2.631 1.893 -0.375  C1 1.094
12 H 1.134 2.710 0.158  C1 1.087
13 H 2.206 -0.845 -0.208  C6 1.076
14 H 2.760 -1.508 4.800  O8 0.977
15 H 2.516 -2.398 1.619  C7 1.074
16 H 1.029 1.373 -0.991  C1 1.094
17 C -1.877 -0.085 0.303  C23 1.500, H29 1.090, H30 1.097, H31 1.078
18 C -1.860 -0.351 -3.948  C19 1.383, C20 1.388, H24 1.087
19 C -1.697 0.890 -3.360  C18 1.383, C21 1.387, H25 1.073
20 C -2.000 -1.506 -3.191  C18 1.388, C22 1.386, H26 1.077
21 C -1.797 0.998 -1.982  C19 1.387, C23 1.380, H27 1.082
22 C -2.165 -1.358 -1.823  C20 1.386, C23 1.405, H28 1.086
23 C -2.011 -0.113 -1.191  C17 1.500, C21 1.380, C22 1.405
24 H -1.819 -0.473 -5.027  C18 1.087
25 H -1.593 1.691 -4.067  C19 1.073
26 H -1.934 -2.499 -3.601  C20 1.077
27 H -1.755 1.979 -1.527  C21 1.082
28 H -2.426 -2.217 -1.212  C22 1.086
29 H -2.283 -0.965 0.802  C17 1.090
30 H -2.387 0.774 0.758  C17 1.097
31 H -0.849 -0.039 0.623  C17 1.078


2.
C14H16O | ωB97M-V with the def2-TZVPD basis set

Orbital gap = 9.04 eV
Calculated total energy = -16822.1545 eV
Net charge = 0
Molecular weight = 200.28 g/mol
Structure (SMILES) = Cc1ccc(O)cc1.Cc1ccccc1
HOMO level = -8.22 eV
Energy relative to the best compared isomer or geometry (same formula, charge and spin) = 3.081 eV

Bonds (Å) are listed after each position.
CARTESIAN COORDINATES (ANGSTROEM)
1 C 3.446 1.926 0.638  C3 1.425, H11 1.106, H12 1.052, H16 1.082
2 C 1.158 2.279 -0.252  C3 1.370, C4 1.408, H9 1.086
3 C 2.051 1.645 0.571  C1 1.425, C2 1.370, C6 1.430
4 C -0.196 2.404 0.115  C2 1.408, C5 1.381, H10 1.070
5 C -0.555 1.896 1.348  C4 1.381, C7 1.451, O8 1.431
6 C 1.562 0.923 1.705  C3 1.430, C7 1.339, H13 1.083
7 C 0.327 1.110 2.189  C5 1.451, C6 1.339, H15 1.126
8 O -1.938 2.093 1.654  C5 1.431, H14 1.012
9 H 1.650 2.738 -1.105  C2 1.086
10 H -0.901 2.890 -0.526  C4 1.070
11 H 3.908 2.760 0.078  C1 1.106
12 H 4.032 1.073 0.453  C1 1.052
13 H 2.190 0.115 2.058  C6 1.083
14 H -2.145 2.580 2.516  O8 1.012
15 H -0.190 0.575 3.033  C7 1.126
16 H 3.675 2.315 1.622  C1 1.082
17 C -2.975 -0.980 -1.763  C23 1.444, H29 1.120, H30 1.154, H31 0.997
18 C 0.462 -3.040 -0.611  C19 1.346, C20 1.484, H24 1.141
19 C 0.437 -2.268 -1.713  C18 1.346, C21 1.342, H25 1.136
20 C -0.569 -2.901 0.448  C18 1.484, C22 1.440, H26 1.069
21 C -0.699 -1.657 -2.084  C19 1.342, C23 1.415, H27 1.162
22 C -1.673 -2.052 0.085  C20 1.440, C23 1.374, H28 1.089
23 C -1.763 -1.492 -1.167  C17 1.444, C21 1.415, C22 1.374
24 H 1.073 -3.989 -0.448  C18 1.141
25 H 1.378 -2.174 -2.344  C19 1.136
26 H -0.532 -3.424 1.379  C20 1.069
27 H -0.692 -0.983 -3.030  C21 1.162
28 H -2.477 -1.853 0.792  C22 1.089
29 H -2.857 -0.795 -2.861  C17 1.120
30 H -3.433 -0.125 -1.139  C17 1.154
31 H -3.752 -1.591 -1.639  C17 0.997


3.
C14H16O | ωB97M-V with the def2-TZVPD basis set

Orbital gap = 9.25 eV
Calculated total energy = -16824.1812 eV
Net charge = 0
Molecular weight = 200.28 g/mol
Structure (SMILES) = Cc1ccc(O)cc1.Cc1ccccc1
HOMO level = -8.42 eV
Energy relative to the best compared isomer or geometry (same formula, charge and spin) = 1.054 eV

Bonds (Å) are listed after each position.
CARTESIAN COORDINATES (ANGSTROEM)
1 C 3.601 0.932 0.385  C7 1.524, H13 1.095, H14 1.077, H15 1.084
2 C 0.938 1.075 -3.017  C3 1.395, C4 1.385, H8 1.069
3 C 2.315 1.212 -3.197  C2 1.395, C5 1.384, H9 1.085
4 C 0.460 1.099 -1.718  C2 1.385, C6 1.402, H10 1.085
5 C 3.188 1.083 -2.131  C3 1.384, C7 1.392, H11 1.081
6 C 1.317 0.998 -0.614  C4 1.402, C7 1.389, H12 1.076
7 C 2.689 1.013 -0.834  C1 1.524, C5 1.392, C6 1.389
8 H 0.268 1.317 -3.814  C2 1.069
9 H 2.652 1.268 -4.228  C3 1.085
10 H -0.593 1.008 -1.470  C4 1.085
11 H 4.255 1.113 -2.297  C5 1.081
12 H 0.794 1.236 0.296  C6 1.076
13 H 3.230 1.717 1.052  C1 1.095
14 H 4.640 1.144 0.195  C1 1.077
15 H 3.552 -0.073 0.789  C1 1.084
16 C -4.538 -0.058 1.668  C17 1.489, H24 1.085, H25 1.082, H31 1.107
17 C -3.122 -0.457 1.443  C16 1.489, C18 1.370, C19 1.404
18 C -2.654 -0.874 0.224  C17 1.370, C20 1.415, H26 1.080
19 C -2.245 -0.528 2.537  C17 1.404, C21 1.376, H27 1.084
20 C -1.288 -1.170 0.004  C18 1.415, C22 1.375, H28 1.075
21 C -0.964 -1.016 2.415  C19 1.376, C22 1.393, H29 1.080
22 C -0.538 -1.374 1.138  C20 1.375, C21 1.393, O23 1.373
23 O 0.777 -1.763 1.062  C22 1.373, H30 0.970
24 H -5.172 -0.195 0.797  C16 1.085
25 H -4.723 0.915 2.105  C16 1.082
26 H -3.307 -1.094 -0.608  C18 1.080
27 H -2.608 -0.013 3.420  C19 1.084
28 H -0.787 -1.098 -0.945  C20 1.075
29 H -0.322 -1.008 3.283  C21 1.080
30 H 0.951 -2.209 0.218  O23 0.970
31 H -5.031 -0.772 2.354  C16 1.107


4.
C14H16O | ωB97M-V with the def2-TZVPD basis set

Orbital gap = 8.95 eV
Calculated total energy = -16822.3359 eV
Net charge = 0
Molecular weight = 200.28 g/mol
Structure (SMILES) = Cc1ccc(O)cc1.Cc1ccccc1
HOMO level = -8.14 eV
Energy relative to the best compared isomer or geometry (same formula, charge and spin) = 2.899 eV

Bonds (Å) are listed after each position.
CARTESIAN COORDINATES (ANGSTROEM)
1 C -2.159 -2.791 -0.338  C5 1.535, H12 1.187, H13 1.079, H15 1.040
2 C 1.410 -2.008 -1.144  C3 1.388, C4 1.411, H8 1.123
3 C 0.034 -2.186 -1.122  C2 1.388, C5 1.355, H9 1.022
4 C 2.145 -2.169 0.049  C2 1.411, C6 1.433, H10 1.010
5 C -0.649 -2.707 -0.074  C1 1.535, C3 1.355, C7 1.416
6 C 1.322 -2.452 1.188  C4 1.433, C7 1.364, H11 1.254
7 C 0.019 -2.854 1.166  C5 1.416, C6 1.364, H14 1.157
8 H 1.984 -1.671 -2.048  C2 1.123
9 H -0.416 -2.225 -2.039  C3 1.022
10 H 3.145 -2.254 0.171  C4 1.010
11 H 2.023 -2.474 2.227  C6 1.254
12 H -2.314 -2.092 -1.285  C1 1.187
13 H -2.889 -2.579 0.428  C1 1.079
14 H -0.684 -3.050 2.064  C7 1.157
15 H -2.384 -3.749 -0.675  C1 1.040
16 C -2.492 1.780 -0.041  C18 1.563, H26 1.133, H27 1.064, H31 1.131
17 C -0.026 1.107 0.337  C18 1.368, C19 1.454, H24 1.055
18 C -0.963 2.073 0.092  C16 1.563, C17 1.368, C21 1.401
19 C 1.369 1.499 0.454  C17 1.454, C20 1.384, H25 1.077
20 C 1.631 2.857 0.401  C19 1.384, C22 1.418, O23 1.342
21 C -0.606 3.385 -0.247  C18 1.401, C22 1.417, H28 1.071
22 C 0.737 3.824 -0.125  C20 1.418, C21 1.417, H30 1.105
23 O 2.862 3.368 0.554  C20 1.342, H29 0.969
24 H -0.409 0.124 0.337  C17 1.055
25 H 2.106 0.713 0.441  C19 1.077
26 H -2.627 1.900 -1.160  C16 1.133
27 H -3.011 2.409 0.644  C16 1.064
28 H -1.184 3.974 -0.930  C21 1.071
29 H 3.511 2.776 0.964  O23 0.969
30 H 1.214 4.803 -0.311  C22 1.105
31 H -2.700 0.670 0.023  C16 1.131


5.
C14H16O | ωB97M-V with the def2-TZVPD basis set

Orbital gap = 9.13 eV
Calculated total energy = -16822.7718 eV
Net charge = 0
Molecular weight = 200.28 g/mol
Structure (SMILES) = Cc1ccc(O)cc1.Cc1ccccc1
HOMO level = -8.32 eV
Energy relative to the best compared isomer or geometry (same formula, charge and spin) = 2.463 eV

Bonds (Å) are listed after each position.
CARTESIAN COORDINATES (ANGSTROEM)
1 C 3.241 3.383 0.833  C5 1.524, H12 1.107, H13 1.058, H15 1.126
2 C 1.596 0.669 -1.157  C3 1.407, C4 1.431, H8 1.108
3 C 2.312 1.367 -0.168  C2 1.407, C5 1.367, H9 1.070
4 C 0.572 1.422 -1.816  C2 1.431, C6 1.424, H10 1.127
5 C 2.221 2.729 -0.091  C1 1.524, C3 1.367, C7 1.376
6 C 0.369 2.804 -1.541  C4 1.424, C7 1.393, H11 1.130
7 C 1.191 3.464 -0.630  C5 1.376, C6 1.393, H14 1.125
8 H 1.760 -0.378 -1.481  C2 1.108
9 H 3.067 0.829 0.367  C3 1.070
10 H -0.064 0.977 -2.632  C4 1.127
11 H -0.514 3.352 -1.986  C6 1.130
12 H 3.642 2.757 1.654  C1 1.107
13 H 2.840 4.248 1.292  C1 1.058
14 H 1.305 4.582 -0.570  C7 1.125
15 H 3.984 3.777 0.085  C1 1.126
16 C -2.751 -2.838 2.710  C20 1.600, H28 1.119, H29 1.069, H31 1.097
17 C -1.556 -0.916 -0.375  C18 1.380, C19 1.403, H24 1.229
18 C -2.018 -1.192 0.896  C17 1.380, C20 1.351, H25 1.175
19 C -1.110 -1.954 -1.206  C17 1.403, C21 1.423, O23 1.359
20 C -2.279 -2.476 1.225  C16 1.600, C18 1.351, C22 1.354
21 C -1.035 -3.266 -0.659  C19 1.423, C22 1.420, H27 1.093
22 C -1.692 -3.509 0.575  C20 1.354, C21 1.420, H30 1.067
23 O -0.336 -1.842 -2.317  C19 1.359, H26 0.922
24 H -1.653 0.242 -0.773  C17 1.229
25 H -2.247 -0.269 1.587  C18 1.175
26 H -0.369 -0.975 -2.628  O23 0.922
27 H -0.616 -3.996 -1.357  C21 1.093
28 H -2.000 -2.320 3.358  C16 1.119
29 H -2.588 -3.894 2.719  C16 1.069
30 H -1.591 -4.442 1.083  C22 1.067
31 H -3.681 -2.334 3.002  C16 1.097


6.
C14H16O | ωB97M-V with the def2-TZVPD basis set

Orbital gap (alpha / beta) = 8.18 / 4.54 eV
Calculated total energy = -16816.6920 eV
Net charge = +1
Molecular weight = 200.28 g/mol
Spin multiplicity = 2
HOMO level (alpha / beta) = -12.05 / -12.05 eV
Energy relative to the best compared isomer or geometry (same formula, charge and spin) = 0.920 eV

Bonds (Å) are listed after each position.
CARTESIAN COORDINATES (ANGSTROEM)
1 C 1.649 0.138 -1.591  C7 1.516, H13 1.096, H14 1.052, H15 1.091
2 C 1.527 2.538 1.941  C3 1.388, C4 1.385, H8 1.084
3 C 1.692 1.167 2.082  C2 1.388, C5 1.389, H9 1.080
4 C 1.382 3.122 0.694  C2 1.385, C6 1.387, H10 1.081
5 C 1.776 0.363 0.952  C3 1.389, C7 1.384, H11 1.080
6 C 1.343 2.298 -0.420  C4 1.387, C7 1.400, H12 1.084
7 C 1.566 0.922 -0.296  C1 1.516, C5 1.384, C6 1.400
8 H 1.603 3.107 2.860  C2 1.084
9 H 1.864 0.767 3.071  C3 1.080
10 H 1.214 4.181 0.551  C4 1.081
11 H 1.991 -0.693 1.031  C5 1.080
12 H 1.196 2.716 -1.410  C6 1.084
13 H 1.899 -0.897 -1.333  C1 1.096
14 H 2.339 0.518 -2.289  C1 1.052
15 H 0.630 0.047 -1.970  C1 1.091
16 C -1.028 -3.399 0.826  C20 1.477, H28 1.091, H29 1.098, H31 1.089
17 C -1.565 -0.795 -1.824  C18 1.425, C19 1.352, H24 1.078
18 C -1.896 0.310 -0.987  C17 1.425, C21 1.435, O23 1.336
19 C -1.391 -1.986 -1.208  C17 1.352, C20 1.409, H25 1.081
20 C -1.356 -2.104 0.196  C16 1.477, C19 1.409, C22 1.425
21 C -1.876 0.222 0.444  C18 1.435, C22 1.350, H26 1.081
22 C -1.611 -0.970 1.021  C20 1.425, C21 1.350, H30 1.082
23 O -2.275 1.483 -1.503  C18 1.336, H27 0.935
24 H -1.504 -0.759 -2.900  C17 1.078
25 H -1.244 -2.853 -1.837  C19 1.081
26 H -2.185 1.137 0.930  C21 1.081
27 H -1.635 1.757 -2.128  O23 0.935
28 H -1.702 -3.814 1.578  C16 1.091
29 H -0.079 -3.327 1.372  C16 1.098
30 H -1.461 -1.041 2.090  C22 1.082
31 H -0.863 -4.152 0.057  C16 1.089